No. 1
Entry from OMol25: a gas-phase ion, C8H13BN3O (charge +1) at a distorted geometry (the ωB97M-V functional and the def2-TZVPD basis).

## Properties
Net charge = +1
Largest force on an atom = 1.025 eV/Å
DFT total energy = -576.74024 Ha
Kohn-Sham gap = 9.39 eV

Element x y z (Å)
C: -3.354 -0.270 2.542
B: -1.845 -0.133 2.897
O: -1.372 0.112 4.160
C: -0.747 -0.268 1.725
C: 0.293 0.627 1.537
C: 1.166 0.389 0.487
N: 0.976 -0.644 -0.315
N: 1.894 -0.858 -1.365
C: 1.735 -0.087 -2.375
C: 2.868 -0.015 -3.353
C: 0.489 0.702 -2.663
N: 0.018 -1.539 -0.192
C: -0.801 -1.339 0.818
H: -3.986 0.080 3.354
H: -3.619 -1.297 2.278
H: -3.550 0.342 1.656
H: -1.058 1.013 4.300
H: 0.451 1.470 2.194
H: 2.021 1.020 0.299
H: 3.748 0.336 -2.817
H: 3.069 -0.982 -3.810
H: 2.641 0.719 -4.121
H: 0.363 0.832 -3.732
H: -0.370 0.187 -2.237
H: 0.547 1.688 -2.196
H: -1.575 -2.087 0.930

Here are the natural (NBO) charges for atoms 1 to 5, given in e: atom 1 (C): -1.03, atom 2 (B): 1.04, atom 3 (O): -0.90, atom 4 (C): -0.29, atom 5 (C): -0.15

=====

No. 2
Entry from OMol25: a molecular structure, C8H13BaBrO4 at a distorted geometry (the ωB97M-V functional and the def2-TZVPD basis).

## Properties
Net charge = +2
Largest force on an atom = 10.822 eV/Å
DFT total energy = -3212.15977 Ha
Kohn-Sham gap = 7.35 eV

Element x y z (Å)
C: -1.642 -1.301 -2.628
C: -0.452 -0.261 -2.082
C: -1.052 0.934 -1.133
O: -1.807 0.440 0.055
C: -1.065 0.802 1.308
C: 0.143 -0.293 1.472
Br: -0.827 -2.015 0.993
O: 0.617 -0.640 2.851
C: 1.610 -1.714 2.525
O: 1.722 -2.948 3.060
O: 2.415 -1.081 1.436
C: 1.616 -0.012 0.812
C: 2.351 1.349 1.445
H: -1.895 -2.103 -1.792
H: -2.577 -0.713 -3.019
H: -1.142 -1.874 -3.539
H: 0.346 -0.951 -1.568
H: 0.027 0.280 -3.031
H: -1.824 1.545 -1.807
H: -0.176 1.650 -0.779
H: -1.800 0.648 2.235
H: -0.720 1.927 1.315
H: 1.726 0.199 -0.334
H: 1.835 2.320 1.013
H: 3.493 1.256 1.141
H: 2.300 1.344 2.614
Ba: -3.221 1.211 -2.564

Here are the Mulliken charges for atoms 1 to 5, given in e: atom 1 (C): -0.77, atom 2 (C): -0.53, atom 3 (C): 0.04, atom 4 (O): -0.31, atom 5 (C): -0.62

=====

No. 3
Entry from OMol25: a molecular structure, C8H13Br3Cl6O2 at a distorted geometry (the ωB97M-V functional and the def2-TZVPD basis).

## Properties
Largest force on an atom = 4.717 eV/Å
DFT total energy = -10946.26600 Ha
Kohn-Sham gap = 9.96 eV

Element x y z (Å)
O: 1.986 3.489 1.216
C: 2.791 2.592 0.838
O: 2.571 1.273 1.085
C: 3.626 0.451 0.506
C: 4.467 1.345 -0.332
C: 4.036 2.745 0.052
H: 3.227 -0.311 -0.164
H: 4.177 -0.075 1.285
H: 4.351 1.176 -1.402
H: 5.513 1.152 -0.090
H: 3.923 3.528 -0.698
H: 4.745 3.164 0.765
C: -0.002 -3.611 -1.572
Cl: 0.481 -5.203 -2.192
Cl: -0.226 -2.366 -2.759
H: -1.019 -3.718 -1.194
H: 0.556 -3.252 -0.706
C: -2.901 0.170 -2.427
Cl: -3.649 1.482 -3.219
Cl: -3.758 -1.397 -2.570
H: -1.882 0.085 -2.805
H: -2.836 0.399 -1.364
C: -5.154 -0.745 1.386
Cl: -5.469 0.408 0.028
Cl: -4.014 -2.019 0.942
H: -4.748 -0.202 2.239
H: -6.095 -1.209 1.684
C: -0.840 0.225 2.298
Br: -0.496 -1.415 1.352
Br: -1.133 -0.222 4.203
Br: -2.286 1.219 1.322
H: 0.058 0.843 2.294

Here are the natural (NBO) charges for atoms 1 to 5, given in e: atom 1 (O): -0.58, atom 2 (C): 0.79, atom 3 (O): -0.49, atom 4 (C): -0.07, atom 5 (C): -0.44

=====

No. 4
Entry from OMol25: a molecular structure, C8H13CoO6 at a distorted geometry (the ωB97M-V functional and the def2-TZVPD basis).

## Properties
Multiplicity = 5
Net charge = +2
Largest force on an atom = 2.716 eV/Å
DFT total energy = -2146.17065 Ha
Kohn-Sham gap (alpha / beta) = 11.09 / 5.79 eV

Element x y z (Å)
Co: -0.086 -0.617 -0.277
O: -3.606 -2.186 1.069
C: -2.376 -1.915 0.835
O: -1.988 -1.160 -0.064
C: -1.397 -2.622 1.749
O: -0.119 -2.009 1.558
C: 1.007 -2.835 1.622
C: 2.001 -2.385 0.415
O: 3.137 -2.799 0.487
O: 1.431 -1.653 -0.434
H: -4.238 -1.747 0.472
H: -1.388 -3.687 1.496
H: -1.711 -2.518 2.789
H: 0.776 -3.886 1.437
H: 1.559 -2.703 2.552
C: 0.706 3.200 -2.123
C: 0.237 3.603 -0.715
C: 0.508 2.371 0.124
O: 0.265 1.262 -0.795
C: 0.649 1.674 -2.150
H: 1.716 3.557 -2.315
H: 0.079 3.633 -2.898
H: -0.825 3.847 -0.707
H: 0.766 4.472 -0.333
H: -0.158 2.256 0.977
H: 1.547 2.335 0.459
H: -0.104 1.289 -2.837
H: 1.613 1.225 -2.392

Here are the natural (NBO) charges for atoms 1 to 5, given in e: atom 1 (Co): 1.61, atom 2 (O): -0.57, atom 3 (C): 0.83, atom 4 (O): -0.72, atom 5 (C): -0.19

=====

No. 5
Entry from OMol25: 2 unconnected molecules or ions with the total composition C8H13F8NO6P2 at a distorted geometry (the ωB97M-V functional and the def2-TZVPD basis).

## Properties
Energy relative to the best compared isomer or geometry (same formula, charge and spin) = 5.46 kcal per mole
Largest force on an atom = 1.097 eV/Å
DFT total energy = -2300.39131 Ha
Kohn-Sham gap = 8.03 eV

Element x y z (Å)
F: 0.388 -1.422 5.016
C: 0.633 -0.254 4.390
F: 0.987 0.658 5.325
C: -0.596 0.275 3.642
F: -1.545 0.678 4.513
F: -0.149 1.396 3.003
C: -1.233 -0.615 2.560
O: -2.351 -1.416 2.912
C: -2.244 -2.647 3.507
F: -0.984 -3.125 3.461
F: -3.020 -3.494 2.788
C: -2.822 -2.684 4.932
F: -2.293 -1.725 5.712
F: -2.535 -3.889 5.479
H: 1.467 -0.387 3.695
H: -1.639 0.078 1.826
H: -0.480 -1.201 2.031
H: -3.905 -2.553 4.892
C: -0.501 2.171 -4.598
C: -0.908 0.708 -4.536
O: -0.370 -0.032 -3.451
C: 1.029 -0.200 -3.473
P: 1.895 1.015 -2.376
O: 2.136 0.177 -0.938
N: 1.443 0.731 0.217
O: 0.374 1.091 -0.048
P: 3.973 1.192 -3.151
O: 3.929 2.819 -3.375
O: 3.796 0.763 -4.716
H: -0.866 2.602 -5.532
H: -0.932 2.716 -3.757
H: 0.578 2.320 -4.564
H: -1.991 0.672 -4.398
H: -0.709 0.211 -5.494
H: 1.458 -0.160 -4.478
H: 1.241 -1.187 -3.051
H: 3.327 3.223 -2.726
H: 3.420 1.496 -5.237

Here are the natural (NBO) charges for atoms 1 to 5, given in e: atom 1 (F): -0.32, atom 2 (C): 0.52, atom 3 (F): -0.32, atom 4 (C): 0.60, atom 5 (F): -0.31